Computed, not measured: a 9-piece molecular cluster, C36H99N9O9 overall in a non-equilibrium geometry, with ωB97M-V with the def2-TZVPD basis set.

```
153
Properties=species:S:1:pos:R:3
C 5.653 3.903 23.678
O 4.514 3.253 23.198
C 3.990 3.809 22.028
C 2.671 3.098 21.723
C 2.756 1.902 20.795
N 1.615 4.025 21.244
H 6.519 3.862 23.005
H 6.017 3.451 24.600
H 5.455 4.959 23.890
H 3.904 4.904 21.967
H 4.672 3.657 21.172
H 2.350 2.729 22.707
H 3.376 1.111 21.223
H 3.208 2.148 19.831
H 1.757 1.498 20.624
H 0.754 3.480 21.266
H 1.500 4.719 21.981
C -1.436 2.822 22.851
O -1.147 2.761 21.482
C -1.828 1.723 20.806
C -1.609 1.868 19.310
C -2.175 3.206 18.831
N -2.212 0.794 18.550
H -1.085 1.973 23.448
H -2.524 2.813 23.027
H -1.111 3.782 23.249
H -1.502 0.744 21.175
H -2.902 1.798 21.018
H -0.522 1.930 19.142
H -3.243 3.249 19.082
H -1.899 3.421 17.802
H -1.865 4.028 19.485
H -2.239 1.049 17.574
H -1.794 -0.116 18.668
C -0.297 4.217 14.720
O -0.981 4.213 13.489
C -0.724 5.408 12.784
C -0.980 6.736 13.481
C -2.340 6.932 14.128
N -0.659 7.822 12.518
H -0.699 4.923 15.455
H 0.755 4.462 14.535
H -0.335 3.249 15.219
H 0.341 5.353 12.509
H -1.217 5.489 11.811
H -0.206 6.876 14.252
H -2.513 6.202 14.918
H -3.148 6.902 13.395
H -2.367 7.919 14.597
H -0.685 8.628 13.150
H 0.322 7.771 12.257
C -1.195 12.399 16.753
O -2.219 11.756 16.006
C -2.918 12.644 15.160
C -3.961 11.908 14.350
C -3.377 10.873 13.379
N -4.720 12.931 13.617
H -0.778 11.651 17.426
H -1.583 13.245 17.325
H -0.408 12.684 16.043
H -3.383 13.485 15.687
H -2.171 13.171 14.543
H -4.632 11.389 15.038
H -2.727 11.382 12.666
H -4.118 10.253 12.874
H -2.778 10.155 13.949
H -4.089 13.461 13.021
H -5.346 12.482 12.957
C -0.055 13.587 21.049
O -0.830 12.441 20.814
C -0.084 11.253 20.708
C -0.968 9.998 20.566
C -2.011 9.980 21.667
N -0.083 8.832 20.746
H -0.654 14.493 21.055
H 0.746 13.694 20.309
H 0.402 13.477 22.041
H 0.613 11.392 19.866
H 0.522 11.143 21.625
H -1.329 10.053 19.538
H -2.820 9.289 21.433
H -2.431 10.964 21.879
H -1.581 9.682 22.626
H 0.752 8.867 20.160
H 0.366 8.945 21.657
C 7.771 9.810 18.179
O 6.445 9.637 17.694
C 5.735 10.842 17.633
C 4.271 10.579 17.289
C 3.531 11.910 17.217
N 3.557 9.740 18.252
H 7.687 9.995 19.254
H 8.251 10.670 17.700
H 8.346 8.928 17.914
H 5.813 11.391 18.584
H 6.131 11.512 16.858
H 4.226 10.086 16.319
H 3.957 12.581 16.464
H 3.550 12.424 18.181
H 2.489 11.864 16.896
H 3.535 10.165 19.175
H 4.066 8.864 18.355
C 1.507 13.003 11.176
O 1.787 12.412 12.412
C 0.760 11.535 12.811
C 1.144 10.858 14.117
C 2.336 9.934 14.008
N -0.005 10.092 14.607
H 2.361 13.579 10.814
H 0.698 13.737 11.290
H 1.248 12.339 10.345
H -0.196 12.055 12.969
H 0.596 10.771 12.038
H 1.350 11.682 14.818
H 3.311 10.397 13.847
H 2.178 9.285 13.139
H 2.420 9.302 14.894
H 0.195 9.587 15.473
H -0.683 10.795 14.911
C -5.259 3.175 21.289
O -4.940 4.539 21.310
C -3.626 4.767 21.794
C -3.153 6.183 21.485
C -3.289 6.462 19.992
N -1.754 6.242 21.947
H -4.579 2.679 20.576
H -6.273 3.022 20.923
H -5.149 2.670 22.257
H -3.651 4.642 22.883
H -2.947 4.004 21.392
H -3.711 6.859 22.135
H -3.063 7.484 19.691
H -4.316 6.244 19.683
H -2.693 5.749 19.419
H -1.342 7.056 21.486
H -1.218 5.489 21.513
C 2.242 4.863 18.150
O 1.743 5.224 16.883
C 1.710 6.610 16.654
C 0.814 7.304 17.690
C -0.588 6.714 17.751
N 0.712 8.750 17.386
H 3.335 4.953 18.230
H 2.082 3.787 18.224
H 1.766 5.363 18.989
H 2.712 7.039 16.807
H 1.387 6.806 15.635
H 1.264 7.288 18.689
H -1.103 7.221 18.569
H -0.585 5.640 17.927
H -1.148 6.987 16.853
H -0.029 9.145 17.962
H 1.548 9.222 17.750
```

## Properties
- Kohn-Sham gap (eV) = 8.799
- HOMO (eV) = -8.51
- ΔE to the lowest compared entry with this formula, charge and spin (eV) = 1.160
- SMILES = COC[C@H](C)N.COC[C@H](C)N.COC[C@H](C)N.COC[C@H](C)N.COC[C@H](C)N.COC[C@H](C)N.COC[C@H](C)N.COC[C@H](C)N.COC[C@H](C)N
- max |F| (eV Å⁻¹) = 1.98

Atom charges from the Mulliken analysis, given in e for atoms 1 to 6:
1. C -0.781
2. O -0.323
3. C -0.977
4. C 0.843
5. C -1.466
6. N -0.073